# C40H84N4O11

A cluster of 11 separate species, C40H84N4O11 in total (wB97M-V/def2-TZVPD, OMol25).

XYZ file:
```
139
Properties=species:S:1:pos:R:3:forces:R:3:mulliken_charge:R:1
O -9.561145 -1.155223 0.313663 0.16 0.08 0.15 -0.5373
O -9.744885 -3.048498 5.093901 0.13 0.30 -0.34 -0.5660
O -9.118381 -10.214202 -0.075615 -0.09 -0.45 0.22 -0.5992
O -15.352457 -5.299788 4.687871 0.42 0.80 0.46 -0.4441
O -13.915059 -2.617141 -0.261429 -0.27 0.19 1.23 -0.5636
O -8.260763 -3.546644 -3.297870 0.69 0.07 -0.23 -0.2752
O -8.906435 -7.514064 3.370872 -0.26 -0.13 0.54 -0.4640
O -14.541779 -11.501206 -0.150876 -0.43 0.03 0.61 -0.4986
O -12.520371 -5.555501 -4.406613 -0.05 0.01 0.36 -0.3106
O -5.499538 -6.952867 -0.974487 0.33 -0.44 0.18 -0.5722
O -13.189804 -7.188532 -0.613671 0.21 -0.03 -0.37 -0.5275
N -13.323963 -7.341071 -5.588034 -0.13 -0.82 0.48 0.2807
N -5.530632 -4.919612 -0.038164 0.40 1.13 0.55 0.4121
N -11.290917 -5.995528 -0.302764 0.51 0.52 0.38 2.6181
N -10.588354 -0.477223 2.237602 0.37 0.00 0.19 0.4048
C -12.806296 -6.109165 -5.446688 0.74 -0.23 -0.45 -0.0161
C -14.622399 -3.716398 0.309238 -0.26 -0.89 -0.46 0.4605
C -10.311930 -3.983461 4.179986 -1.31 0.32 1.11 0.2549
C -10.200419 -5.246338 -0.894074 0.05 0.10 -0.50 -1.3569
C -9.016816 -2.355014 -3.283427 -0.80 0.39 -0.04 -0.4756
C -9.295601 -8.447054 -1.639950 -0.25 0.16 -0.87 1.1744
C -14.519121 -6.075339 3.832899 -1.03 0.14 -0.44 0.4908
C -12.049345 -3.067043 5.640983 1.24 -0.44 0.65 -0.5550
C -11.830057 -4.067527 4.495111 0.05 0.74 -0.50 0.2437
C -9.602525 -0.448006 1.304306 -0.45 -0.25 -0.03 -0.0076
C -6.661520 -4.415998 -0.789555 -0.14 -0.75 -0.83 -0.9474
C -5.004842 -3.953962 0.907494 -0.30 -0.41 0.88 -1.0051
C -14.488653 -3.951590 -2.084835 1.09 -0.54 -0.07 0.0461
C -7.819316 -9.958967 -0.601104 -0.43 1.01 -0.41 0.0366
C -14.082938 -12.604419 -0.932009 0.49 0.58 -0.58 -0.5824
C -13.804677 -10.297338 -0.406204 0.61 -0.80 -0.97 -0.0534
C -8.453221 -6.212870 3.062931 1.11 -0.48 0.56 1.1232
C -11.716099 -1.361313 2.116304 -0.84 -0.29 -0.63 -0.1885
C -13.190054 -10.588581 -1.786653 -0.75 1.03 0.00 0.4924
C -10.634571 -2.824479 6.180920 0.09 -0.22 -0.44 -0.7575
C -9.728189 -3.553629 -5.196587 0.61 1.14 -1.10 -0.4671
C -12.909640 -12.056350 -1.740814 0.91 -0.15 -0.35 -0.7807
C -6.558411 -7.711224 2.895639 -0.60 0.62 0.54 -0.5091
C -7.920406 -8.443847 2.931780 0.05 0.08 -1.05 0.3343
C -16.635634 -7.147891 3.966602 0.21 0.38 -0.18 -0.7375
C -11.542519 -5.689370 1.103029 0.33 0.15 -0.62 0.7893
C -15.339324 -4.372315 -0.908492 0.18 -0.25 1.37 -0.6628
C -13.632514 -7.919502 -6.870577 -0.51 0.11 -0.45 -0.9880
C -8.494470 -4.216792 -4.544623 -1.81 -1.07 0.39 -0.3748
C -10.259253 -2.685488 -4.080880 -0.69 0.51 0.08 0.4762
C -8.106120 -9.332863 -1.973257 0.52 -0.30 0.57 -0.7398
C -12.142836 -6.719721 -1.043598 -0.31 -0.23 0.40 -0.2684
C -13.353191 -3.135698 -1.455392 -0.49 0.86 -0.14 0.6982
C -15.546237 -6.805232 2.960779 1.06 -0.93 -0.07 0.0198
C -10.607965 0.492748 3.304556 0.46 0.80 0.06 -0.8385
C -16.564447 -5.962708 4.962843 -0.42 -1.31 -0.03 -0.5691
C -5.035835 -6.162124 -0.168926 -1.00 -0.17 -0.76 -0.0334
C -9.986442 -9.140815 -0.451285 0.65 -0.08 -0.61 1.1427
C -13.388724 -8.296612 -4.497310 -0.55 -0.25 0.34 -0.5262
C -6.956087 -6.279191 3.310943 0.73 0.63 -0.26 -0.1254
H -11.411038 1.218889 3.152919 -0.18 -0.16 0.19 0.3462
H -7.483271 -4.123609 -0.135391 0.21 0.40 0.17 0.2866
H -8.873787 -5.209023 -4.270707 0.60 -0.24 0.01 0.0547
H -15.282971 -3.521329 1.157299 -0.13 1.07 -0.37 0.5493
H -7.904699 -9.332528 3.559898 -0.24 0.13 0.16 0.4116
H -13.094124 -2.291198 -2.096733 0.21 0.02 0.18 0.5156
H -4.226871 -6.430059 0.522370 0.17 0.21 0.05 0.3851
H -9.011411 -7.413705 -1.434109 0.14 -0.26 0.12 -0.9396
H -13.644562 -7.139318 -7.631194 0.16 -0.11 -0.06 0.3421
H -13.013302 -7.911045 -3.553370 0.31 0.18 -0.24 -0.3147
H -5.868199 -8.115326 3.632739 0.18 -0.17 -0.26 0.3630
H -10.131211 -3.615575 3.171032 0.30 -0.25 -0.11 0.2394
H -10.483273 -4.208238 -5.626801 0.15 -0.43 0.41 -0.0619
H -10.187453 -5.390704 -1.976088 -0.04 -0.03 0.03 0.1349
H -12.800240 -12.385859 -2.776897 -0.20 -0.59 0.22 0.3848
H -6.343843 -3.617106 -1.456824 -0.16 0.30 0.23 0.4509
H -8.239084 -8.732456 1.923910 0.32 -0.33 0.05 -0.5114
H -15.050396 -3.345858 -2.790745 0.14 -0.10 -0.19 0.4308
H -9.910310 -4.985126 4.352813 -0.63 0.93 0.28 0.5758
H -11.912431 -4.663608 1.172948 -0.22 -0.01 0.17 -0.3034
H -14.450945 -9.426015 -0.431082 -0.18 -0.10 0.23 0.1394
H -6.686666 -6.049153 4.343465 -0.32 -0.30 0.15 0.3321
H -10.362021 -3.509485 6.989351 -0.16 0.08 0.17 0.3364
H -15.822604 -6.184593 2.109424 -0.30 0.08 0.15 0.0864
H -9.900636 -8.431675 -2.551752 -0.40 0.24 0.27 -0.0225
H -9.457054 -2.902931 -6.038753 0.32 -0.06 0.13 0.2933
H -7.073868 -5.177241 -1.451189 0.30 -0.17 0.12 0.1342
H -7.626198 -4.341671 -5.186973 0.21 0.41 0.14 0.4428
H -11.955669 -12.245522 -1.238026 -0.09 -0.06 0.05 0.2365
H -11.590831 -2.090984 1.318037 0.51 -0.04 0.11 -0.2721
H -14.630734 -8.367499 -6.856140 -0.07 0.20 0.12 0.3347
H -16.303725 -8.062592 4.459957 -0.23 -0.01 0.13 0.2831
H -9.683648 1.076180 3.300304 0.03 -0.07 -0.28 0.3150
H -7.214847 -10.861150 -0.606543 -0.15 -0.11 0.09 0.4137
H -8.919632 -5.528002 3.769870 0.80 -0.70 -1.17 -0.6579
H -11.764379 -6.889043 -2.065372 -0.21 0.15 -0.02 0.2307
H -16.368841 -4.025887 -0.973848 -0.02 -0.10 -0.07 0.4026
H -12.529175 -5.688836 -6.428083 -0.38 0.33 -0.06 0.1672
H -12.413769 -3.698521 3.651606 -0.04 -0.36 -0.14 -0.3345
H -4.223146 -4.402787 1.523090 0.05 -0.03 -0.14 0.3268
H -15.290220 -5.451518 -0.754458 -0.37 -0.02 -0.17 0.1893
H -12.613458 -3.438256 6.494716 -0.66 0.15 -0.40 0.3532
H -12.354878 -9.954362 -2.087728 0.02 -0.08 0.20 0.0708
H -10.321620 -4.172895 -0.720449 -0.04 0.02 0.09 0.2363
H -7.356381 -9.176223 0.013438 0.39 -0.19 0.02 -0.3064
H -11.028530 -3.245669 -3.541354 0.21 0.15 0.35 -0.5943
H -10.576775 -5.702969 1.610111 -0.22 -0.25 0.16 -1.4893
H -4.630094 -3.017735 0.491354 0.00 -0.20 -0.46 0.2825
H -8.509529 -1.509960 -3.772402 0.29 -0.23 -0.04 0.3969
H -12.436970 -3.673161 -1.189010 -0.16 -0.37 -0.31 -0.9056
H -5.825585 -3.691296 1.585425 0.15 0.17 0.05 0.3310
H -16.585001 -6.408242 5.963879 0.24 0.35 0.19 0.2599
H -9.215323 -5.534450 -0.518049 -0.20 -0.12 0.20 -0.6077
H -13.858274 -6.727922 4.415015 -0.13 -0.17 -0.06 0.2675
H -10.929430 -9.580976 -0.773061 -0.06 0.11 0.45 -1.0484
H -14.409747 -8.621090 -4.270153 -0.14 0.25 -0.26 0.3628
H -13.023772 -10.173515 0.349015 -0.03 0.12 0.08 0.1124
H -10.690600 -1.734638 -4.407035 -0.26 -0.26 -0.22 0.5289
H -6.118703 -7.671712 1.901532 0.05 -0.41 0.00 0.0379
H -12.376410 -2.102525 5.259370 -0.59 -0.16 0.07 0.2612
H -13.915041 -5.392216 3.239762 0.07 0.05 0.11 -0.5614
H -13.948933 -4.449079 0.773566 0.42 0.01 -0.45 -0.7026
H -11.939473 -1.876548 3.045889 0.22 0.08 0.14 -0.2650
H -12.111886 -5.101628 4.662564 -0.14 0.08 0.41 0.3559
H -17.601829 -7.342377 3.506203 -0.10 0.17 0.12 0.3943
H -14.896393 -12.915871 -1.589945 -0.07 -0.20 0.10 0.2756
H -13.974898 -10.448050 -2.540925 -0.02 0.23 0.09 -0.0241
H -12.244956 -6.403418 1.519781 -0.01 0.02 0.07 0.3362
H -10.536486 -1.786443 6.498154 0.30 -0.08 0.20 0.3657
H -13.732583 -13.434300 -0.319600 -0.36 -0.01 0.26 0.3478
H -12.636491 -0.861465 1.796055 0.10 0.40 0.21 0.4880
H -14.013596 -4.818585 -2.547067 -0.43 0.09 -0.48 -0.4013
H -12.874530 -9.208726 -4.808199 0.31 0.08 0.18 0.4478
H -15.123071 -7.737708 2.574887 0.00 0.18 -0.26 0.1451
H -10.114084 -8.437931 0.374781 -0.20 -0.12 0.13 -0.0265
H -8.634641 -5.958579 2.009664 -0.17 0.09 0.04 -0.9268
H -9.277158 -2.013056 -2.279535 0.38 -0.42 0.22 0.1544
H -7.260258 -8.772469 -2.369672 0.02 -0.04 0.02 0.3679
H -8.408888 -10.100060 -2.687650 0.11 -0.08 0.02 0.3581
H -10.631696 0.092544 4.320238 -0.38 -0.47 -0.20 0.1613
H -6.423574 -5.510107 2.741842 -0.06 -0.18 -0.16 -0.0929
H -17.410959 -5.279330 4.909098 0.13 0.21 -0.26 0.3447
H -12.975320 -8.742712 -7.164081 0.36 0.23 0.12 0.3430
H -8.836119 0.310106 1.541605 0.02 -0.10 -0.08 0.2738
```
Positions in Å, forces in eV/Å.

Summary:
- structure (SMILES) = CN(C)C=O.CN(C)C=O.CN(C)C=O.CN(C)C=O.C1CCOC1.C1CCOC1.C1CCOC1.C1CCOC1.C1CCOC1.C1CCOC1.C1CCOC1
- HOMO level (eV) = -9.14
- molar mass (g mol⁻¹) = 797.13
- orbital gap (eV) = 9.7
- relative energy (zero: lowest compared OMol25 entry of this formula, charge and spin) (eV) = 1.158